45
Properties=species:S:1:pos:R:3:forces:R:3 method="wB97M-V/def2-TZVPD" gap_ha=0.3407 total_energy_ha=-971.73627 e_lumo_ev=0.707 multiplicity=1 e_homo_ev=-8.564
C 1.347 -0.543 1.438 0.2838 1.6176 0.1240
C 0.238 -0.682 0.457 -1.4540 1.1629 -3.2673
C 2.366 -1.621 1.189 -0.1340 -1.1798 1.3155
C 3.061 -1.645 -0.119 2.7867 -2.2851 -2.0365
C 3.830 -0.414 -0.591 -0.8933 1.0131 0.7226
C 2.532 1.701 -0.907 3.9982 -1.3570 0.7113
C -2.294 -0.708 0.370 -0.0406 1.2373 -2.7893
C -2.284 -1.791 -0.772 -1.4150 -3.1574 2.1957
C -2.615 0.764 -0.120 -1.2588 -0.5123 0.8556
C -3.873 0.826 -1.044 2.5875 1.2762 -0.6274
C -3.021 1.657 1.098 1.1508 -0.9333 -0.6745
C -2.951 3.126 0.814 -2.2824 2.1930 -0.5042
H 1.168 0.257 3.383 -0.5148 -0.3573 -1.0733
H 1.386 -1.284 3.256 -0.3677 -0.5271 0.3706
H 1.778 0.472 1.228 -0.2819 -0.8249 -0.0698
H 3.132 -1.533 1.999 -0.4724 -0.0984 -0.5033
H 1.843 -2.616 1.325 0.5808 0.8894 0.0454
H 2.566 -2.179 -0.954 -0.5050 0.8277 0.4432
H 3.916 -2.377 -0.020 -0.6848 0.3575 0.4656
H 4.770 -0.661 -1.104 -0.4021 -0.0655 0.1029
H 4.064 0.103 0.354 0.4346 0.1647 -0.3647
H 2.071 0.024 -1.542 0.6863 -0.7085 -0.3721
H 0.696 1.259 -0.798 0.3957 0.2848 -0.2728
H 4.504 2.083 -0.986 -0.8056 0.7499 0.2274
H 3.506 3.448 -0.722 0.1998 0.1169 0.2392
H -1.029 -0.854 1.993 0.4355 0.1221 -0.6801
H -3.009 -0.973 1.148 -0.1288 -0.3853 -0.4062
H -1.742 1.178 -0.623 -0.0110 -0.1191 -0.1174
H -4.597 0.071 -1.014 -1.1349 -1.0818 0.8300
H -4.258 1.835 -0.998 -0.6502 -0.0241 0.2879
H -3.494 0.781 -2.036 0.2352 -0.2183 -1.1575
H -4.003 1.256 1.291 -0.5749 0.4188 0.7788
H -2.367 1.522 1.952 0.1222 -0.5411 0.3055
H -2.001 3.451 0.440 0.7379 -0.1292 -0.1477
H -3.152 3.761 1.725 0.1232 -0.7793 -0.7675
H -3.712 3.510 0.028 1.0782 -0.7611 1.2222
H -2.070 -2.184 -2.612 -0.0532 -0.2269 0.3173
N 0.847 -0.552 2.812 0.9712 0.1720 1.2541
N 2.984 0.471 -1.423 -1.4760 -0.5390 -0.5671
N 1.375 1.991 -0.606 -2.6822 1.9440 0.2186
N 3.651 2.465 -0.547 0.3676 0.1902 -0.4839
N -1.010 -0.775 0.968 1.5252 -0.2460 2.1311
O 0.467 -0.547 -0.797 -1.2170 -1.3198 2.9945
O -2.474 -2.979 -0.438 0.6390 2.6872 -1.0001
O -2.106 -1.420 -2.019 0.1012 0.9523 -0.2765


43
Properties=species:S:1:pos:R:3:forces:R:3 method="wB97M-V/def2-TZVPD" gap_ha="0.2917 / 0.2722" total_energy_ha=-1689.84965 e_lumo_ev="-2.572 / -2.997" multiplicity=3 charge=+1 e_homo_ev="-10.511 / -10.403"
V 0.264 0.068 -0.593 -0.5173 0.0350 -0.1326
N -1.369 0.283 -2.195 0.0082 -0.0785 -0.1549
C -1.160 1.490 -3.039 -0.0854 -0.1106 0.0535
C 0.316 1.818 -3.058 0.0943 0.0246 0.0190
N 0.791 1.888 -1.660 -0.0305 0.2173 -0.1080
H -1.211 -0.554 -2.753 -0.0175 0.0298 -0.0449
H -2.342 0.229 -1.912 0.0145 -0.0175 0.0738
H -1.728 2.305 -2.588 0.0478 0.0310 -0.0023
H -1.538 1.348 -4.052 0.0048 0.0255 -0.0085
H 0.501 2.743 -3.607 -0.0357 0.0031 -0.0063
H 0.874 1.022 -3.555 -0.0104 -0.0002 -0.0061
H 0.426 2.729 -1.219 0.0046 -0.0040 0.0122
H 1.801 1.981 -1.623 0.0198 -0.0977 0.0098
N -0.941 -1.428 0.408 0.1774 0.2345 0.2355
C -2.259 -1.050 0.965 0.0575 0.0575 -0.1382
C -2.792 -1.985 2.044 -0.0976 -0.0412 -0.0355
C -2.172 -1.883 3.441 -0.0085 0.0424 0.0259
C -0.783 -2.486 3.630 0.0097 -0.1014 -0.0229
N 0.267 -1.684 2.990 -0.0462 0.1114 -0.0089
H -1.009 -2.343 -0.025 0.0291 -0.0302 -0.0261
H -0.304 -1.530 1.230 -0.0582 -0.1671 -0.0835
H -2.978 -1.008 0.143 -0.0110 0.0018 0.0242
H -2.169 -0.033 1.362 -0.0350 -0.0347 0.0275
H -2.724 -3.019 1.686 0.0262 0.0091 -0.0097
H -3.862 -1.777 2.128 0.0165 -0.0032 0.0771
H -2.841 -2.397 4.134 -0.0017 -0.0139 -0.0017
H -2.166 -0.836 3.767 0.0366 -0.0003 -0.0256
H -0.760 -3.480 3.177 -0.0082 -0.0037 0.0135
H -0.603 -2.627 4.700 0.0014 0.0353 0.0102
H 1.172 -2.133 3.068 0.0058 -0.0309 -0.0210
H 0.358 -0.785 3.453 -0.0036 -0.0112 -0.0042
N 1.762 -0.247 0.041 0.7903 -0.1130 0.4077
C 3.065 -0.444 0.504 -0.5947 0.0331 -0.2316
C 3.801 -1.558 0.102 0.1587 -0.0886 -0.0063
C 5.090 -1.745 0.577 -0.0183 0.0113 0.0044
C 5.658 -0.825 1.449 -0.0049 -0.0046 -0.0041
C 4.927 0.285 1.849 -0.0316 -0.0050 -0.0210
C 3.634 0.476 1.384 0.1429 0.0491 0.1246
H 3.358 -2.269 -0.583 -0.0292 0.0155 0.0019
H 5.654 -2.613 0.262 0.0096 0.0013 0.0002
H 6.665 -0.974 1.815 0.0027 -0.0004 0.0003
H 5.362 1.006 2.529 0.0081 -0.0051 0.0048
H 3.055 1.333 1.702 -0.0204 -0.0054 -0.0224


43
Properties=species:S:1:pos:R:3:forces:R:3 method="wB97M-V/def2-TZVPD" gap_ha="0.3305 / 0.3245" total_energy_ha=-1169.03488 e_lumo_ev="0.609 / 0.317" multiplicity=2 e_homo_ev="-8.384 / -8.514"
C 0.312 -1.740 2.770 -1.0967 0.2912 0.0537
C -0.105 -1.458 1.173 -1.2268 -1.0475 3.1209
C -1.059 -2.775 0.781 0.5731 0.2830 0.8202
C -0.950 -0.043 1.210 0.4379 0.0818 -0.5959
C -1.059 0.633 -0.275 -0.2497 -0.2675 -0.3263
C -0.955 2.256 -0.086 -0.7595 0.0587 -0.8022
C 0.544 2.895 -0.189 -0.7067 1.1491 0.7828
C 1.025 3.356 1.326 0.8715 1.6308 -0.9517
O 2.013 2.447 1.941 0.0456 2.4620 0.2736
P -2.902 0.330 -0.842 -1.0333 0.6346 -0.7097
O -2.923 1.082 -2.452 -0.7228 -1.4304 1.5524
O -3.189 -1.355 -1.167 -0.2144 1.1960 1.1755
C -0.130 -0.017 -1.437 -0.3993 0.6940 -0.5501
C 1.118 -0.943 -0.986 0.8904 -0.5892 -3.4139
C 2.501 -0.172 -1.527 0.5500 -1.4020 0.4356
C 1.053 -2.324 -1.931 0.7178 0.8418 -1.0520
N 1.196 -1.405 0.427 0.4440 2.8241 1.0038
O 2.211 -0.893 1.136 -1.9152 -1.2260 -1.5062
H 1.076 -2.631 2.883 -1.5018 1.9988 -0.3023
H -0.706 -2.038 3.307 2.1280 0.5154 -1.0712
H 0.679 -0.740 3.293 -0.4825 -2.3227 -1.2364
H -1.236 -2.889 -0.368 0.2542 0.1221 2.3593
H -2.087 -2.670 1.377 2.2094 -0.0889 -1.4979
H -0.509 -3.711 1.274 -1.1712 1.8976 -1.4469
H -0.406 0.733 1.927 -1.0045 -1.7798 -1.5483
H -2.054 -0.199 1.634 2.3905 0.1079 -0.7721
H -1.466 2.512 0.962 1.2037 -0.4508 -2.3137
H -1.616 2.780 -0.923 1.3144 -1.1699 1.7309
H 0.432 3.914 -0.800 0.2525 -2.2242 1.3358
H 1.332 2.259 -0.772 -1.5375 1.0356 1.4604
H 1.587 4.396 1.174 -1.2895 -2.0388 0.3282
H 0.102 3.591 2.033 1.8092 -0.8173 -1.4593
H 2.679 3.082 2.378 -1.5453 -1.7653 -0.9513
H -3.867 1.133 -2.785 1.6083 -0.2029 0.8384
H -3.905 -1.654 -0.514 1.5268 0.8200 -1.3707
H -0.829 -0.635 -2.173 1.5389 1.1778 1.6007
H 0.282 0.880 -2.102 -0.8719 -1.9959 1.4568
H 2.848 0.695 -0.825 -0.7569 -1.6727 -1.3849
H 2.385 0.171 -2.662 -0.0556 -0.6910 2.6255
H 3.339 -1.022 -1.526 -1.6049 2.0489 0.0910
H -0.039 -2.662 -2.174 2.1036 0.4390 0.7433
H 1.527 -1.985 -2.973 -1.1010 -0.8704 2.1191
H 1.748 -3.182 -1.519 -1.6228 1.7431 -0.6449


58
Properties=species:S:1:pos:R:3:forces:R:3 method="wB97M-V/def2-TZVPD" gap_ha=0.0542 total_energy_ha=-3820.22332 e_lumo_ev=-14.811 multiplicity=1 charge=+3 e_homo_ev=-16.285
C -0.476 -0.430 -1.829 0.8667 -0.9677 0.5056
C 0.880 -0.636 -1.027 -0.2673 0.8207 -1.3160
O 0.930 0.105 0.154 -1.2437 -0.0717 -0.1388
P 0.081 -0.491 1.433 1.2007 -0.1981 2.4197
O 1.020 -1.060 2.384 0.4914 -0.2950 0.2177
C -0.761 0.894 2.208 -0.2996 1.1271 -1.7188
C -1.541 1.802 1.220 0.2137 -0.8199 1.2746
P -0.451 3.100 0.340 -2.3142 -0.7829 1.1640
N -1.871 4.038 -0.297 0.6490 -0.7353 -0.4505
C 0.721 4.425 -0.693 1.3261 1.0275 -1.6518
O 0.715 5.518 -0.342 -0.6526 0.7406 0.9448
N 1.440 3.900 -1.775 -0.1478 -0.2302 0.0411
C 2.810 3.552 -1.395 0.5700 -0.9863 0.3879
O 3.008 2.653 -0.650 0.0655 -0.3216 -0.6028
F 3.739 4.196 -2.029 -0.6311 0.2938 -0.1152
O -1.008 -1.509 0.941 0.0807 0.2837 -1.0673
C -0.582 -2.922 0.938 -0.4241 -0.7580 -0.1552
C -1.500 -3.703 0.026 0.1981 0.4526 -0.1939
H -0.347 -0.042 -2.866 -0.7725 -0.1900 0.7084
H -0.939 -1.426 -1.908 -0.2895 0.0807 -0.0018
H -1.181 0.165 -1.262 -0.1833 0.3136 -0.1040
H 1.114 -1.685 -0.901 -0.1063 -0.2619 0.1980
H 1.707 -0.257 -1.641 0.3950 -0.4657 0.6064
H 0.007 1.486 2.694 0.2677 -0.0705 0.2852
H -1.435 0.550 2.983 -0.1007 -0.3857 0.0853
H -2.070 1.168 0.515 0.0988 0.2010 -0.6407
H -2.317 2.330 1.763 0.0752 0.6277 -0.0366
H -0.372 2.242 -0.867 0.4379 0.1555 -0.1424
H 0.831 2.575 0.837 0.3792 -0.1056 -0.5406
H -0.483 4.009 1.482 0.2026 0.2172 -0.1777
H -1.687 4.516 -1.179 -0.0910 0.4239 0.1499
H -2.599 3.364 -0.543 -0.2660 0.1131 0.0869
H 0.992 3.038 -2.084 -0.1189 0.3675 0.4318
H 0.438 -3.037 0.595 0.3188 0.3236 0.1259
H -0.617 -3.287 1.951 -0.0651 0.1668 0.3462
H -1.098 -3.775 -0.984 -0.0971 0.1072 0.0160
H -1.599 -4.719 0.380 -0.0967 -0.2393 0.1332
H -2.475 -3.232 -0.009 -0.3238 -0.0839 0.0717
Be -0.374 -2.056 -3.859 -0.1451 -1.1566 -0.4105
Cl 3.390 5.113 0.838 0.0606 0.2882 1.1171
C -4.137 1.162 4.690 0.1843 -1.4961 1.0856
O -4.961 1.904 5.329 1.5323 -0.4558 -2.1245
O -3.759 -0.005 5.243 -0.5504 2.1046 -1.1862
O -3.669 1.491 3.562 -1.1696 0.3954 1.6103
H -4.238 -0.035 6.083 -0.0622 -0.5951 0.6895
Na 1.285 0.929 -3.083 0.9121 0.5749 -0.8074
C -1.642 -7.573 -2.184 -0.0522 -0.1332 0.0418
C -1.210 -6.227 -2.510 0.0386 -0.0960 -0.1184
N -0.860 -5.169 -2.776 0.1167 0.6612 -0.2700
H -1.209 -8.276 -2.893 0.0091 -0.0135 -0.0131
H -1.314 -7.832 -1.179 0.0104 -0.0202 0.0100
H -2.727 -7.633 -2.236 -0.0179 -0.0112 -0.0088
C 5.927 0.497 -1.159 0.1967 0.0629 0.1456
Cl 5.351 -0.668 -2.387 -0.3331 0.1148 -0.0082
Cl 7.671 0.633 -1.171 -0.0123 0.0084 -0.0059
H 5.498 1.467 -1.377 -0.0113 -0.0003 -0.0911
H 5.605 0.148 -0.185 -0.0142 -0.1080 -0.0182
Al 2.278 4.542 2.633 -0.0380 0.0008 -0.7838


46
Properties=species:S:1:pos:R:3:forces:R:3 method="wB97M-V/def2-TZVPD" gap_ha=0.2949 total_energy_ha=-1532.80723 e_lumo_ev=2.933 multiplicity=1 charge=-1 e_homo_ev=-5.091
C 2.251 4.106 1.409 -0.2746 -0.1584 -0.2061
C 1.525 3.340 0.301 0.0159 0.2276 0.4285
O 1.681 1.953 0.477 -0.1379 -0.2406 -0.2789
C 2.228 1.253 -0.645 0.0045 0.1635 0.3401
C 1.777 -0.196 -0.730 0.3226 0.4741 -0.8829
O 2.159 -0.615 -2.027 -0.0572 -0.6606 0.2726
Al 1.432 -2.266 -2.085 -0.9124 1.2810 -0.3120
P 2.988 -3.663 -0.974 0.7388 -0.1312 -0.4945
O 4.324 -3.670 -1.680 0.0368 -0.0069 -0.0546
O -0.004 -1.705 -1.132 0.2419 -0.9086 0.1349
C 0.237 -0.465 -0.540 1.1850 0.2741 0.2162
C -0.500 0.599 -1.356 -0.4141 -0.3006 -0.0530
C -1.995 0.415 -1.607 0.0242 0.3615 0.0341
C -2.886 0.288 -0.399 -0.1921 -0.4751 -0.2518
O -4.163 0.831 -0.720 -0.0988 0.2216 0.2260
C -5.114 0.538 0.283 0.1246 0.0416 -0.4667
C 0.015 -0.481 0.995 -0.7929 -0.1255 -0.3133
C -0.858 -1.619 1.506 0.0023 0.0416 0.3565
C -0.092 -2.573 2.401 -0.2710 0.0899 -0.0083
F -1.921 -1.095 2.307 0.0320 -0.0218 -0.1440
H 3.041 3.479 1.801 0.3693 0.0255 -0.0181
H 2.637 5.048 1.037 0.2024 0.1560 0.0190
H 1.576 4.321 2.227 -0.1478 0.0458 0.2684
H 1.866 3.669 -0.676 0.2279 -0.1157 -0.2489
H 0.466 3.596 0.358 -0.2684 -0.0982 -0.1243
H 1.962 1.711 -1.591 -0.2971 0.2941 -0.1688
H 3.314 1.293 -0.581 0.2574 -0.1252 -0.0267
H 2.362 -0.766 0.001 -0.2540 -0.2506 0.3713
H 0.965 -2.824 -3.502 0.1918 -0.2032 0.0125
H 3.194 -3.340 0.399 -0.3625 -0.2523 0.1807
H 2.487 -4.999 -0.898 -0.1346 0.0341 0.4711
H -0.030 0.551 -2.332 0.1925 0.0526 -0.2580
H -0.315 1.599 -0.984 -0.0144 0.2295 0.4025
H -2.342 1.304 -2.126 -0.0259 0.2253 -0.2010
H -2.185 -0.412 -2.278 0.1017 -0.3095 -0.1137
H -2.481 0.779 0.479 0.0995 0.3051 0.2682
H -3.012 -0.765 -0.147 0.0265 -0.1828 0.1961
H -4.664 0.557 1.272 0.0618 -0.0380 0.2407
H -5.557 -0.441 0.095 -0.0440 -0.2319 0.1758
H -5.904 1.282 0.239 -0.0997 0.1490 -0.0547
H -0.390 0.471 1.306 -0.2707 0.2564 0.1626
H 0.969 -0.556 1.497 0.3672 0.0422 0.0685
H -1.331 -2.163 0.699 -0.0862 0.0804 -0.2684
H -0.093 -2.150 3.399 0.1787 0.1235 0.2724
H -0.550 -3.554 2.459 -0.0912 -0.1756 -0.0439
H 0.931 -2.664 2.062 0.2422 -0.1836 -0.1262